1.
Computed, not measured: a 5-piece molecular cluster, H11NO4 overall at a distorted geometry, with ωB97M-V/def2-TZVPD.

Properties
Gap between HOMO and LUMO (eV): 11.1
Strongest force on any atom (eV/A): 2.66
Structure (SMILES): N.O.O.O.O
Energy above the lowest of the compared OMol25 structures with the same formula, charge and spin (kJ/mol): 146.4

The geometry in ORCA input format:
```
! RIJCOSX wB97M-V def2-TZVPD def2/J DEFGRID3
* xyz 0 1
N -2.52059 0.22446 -2.50394
H -3.44932 -0.00498 -2.99365
H -2.65085 0.57485 -1.52223
H -1.98072 0.81287 -3.09648
O 2.20976 -0.57121 1.20686
H 2.48837 -1.09680 2.01348
H 1.45776 -1.05777 0.91946
O -0.81005 -1.55135 2.57057
H -1.34379 -1.19797 3.29664
H -1.19689 -1.61749 1.65912
O -0.88132 -1.89842 -1.37818
H 0.01236 -1.73081 -1.67334
H -1.36434 -1.26063 -1.84958
O 2.12655 3.73937 0.27653
H 2.74040 3.13132 -0.06875
H 1.77160 4.12904 -0.56324
*
```

---

2.
Computed, not measured: one molecule with the formula C4H4O3, with ωB97M-V/def2-TZVPD.

Properties
Gap between HOMO and LUMO (eV): 8.9
Strongest force on any atom (eV/A): 0.61
Structure (SMILES): CC(=O)C(=O)C=O
Energy above the lowest of the compared OMol25 structures with the same formula, charge and spin (kJ/mol): 124.0

The geometry in ORCA input format:
```
! RIJCOSX wB97M-V def2-TZVPD def2/J DEFGRID3
* xyz 0 1
C -1.53566 0.28588 -0.52013
C -0.39280 -0.67215 -0.35597
O -0.19113 -1.64975 -1.03702
C 0.60241 -0.40046 0.77885
O 0.41870 -0.75393 1.91878
C 1.88016 0.33947 0.38883
O 1.94099 0.96337 -0.64087
H -2.09915 0.37011 0.41635
H -2.18653 -0.05653 -1.32735
H -1.13155 1.27810 -0.75901
H 2.69455 0.29590 1.13754
*
```